No. 1
Formula: C6H16NO
Source: OMol25
Level of theory: ωB97M-V/def2-TZVPD

Geometry as XYZ:
```
24
Properties=species:S:1:pos:R:3:lowdin_spin:R:1
C -2.05 -0.85 -0.74 0.0018
H -1.87 3.17 -1.65 0.0000
H 2.21 -0.35 -0.14 0.0030
C -0.68 -0.33 -0.41 0.0058
N -0.17 0.48 -1.60 0.0001
H -2.05 -1.50 -1.62 0.0001
C 2.54 0.64 2.37 0.4683
C 1.67 -0.37 1.91 0.3414
O -1.89 2.56 -0.88 0.0000
H -2.39 -1.45 0.11 0.0000
H 2.25 -1.89 0.69 0.0418
C 1.67 -0.96 0.58 0.0770
H -2.77 -0.03 -0.86 0.0008
H 0.61 1.09 -1.37 0.0000
H -0.98 1.05 -1.86 0.0000
H -2.74 2.69 -0.45 0.0000
H 2.49 1.12 3.34 0.0183
H 0.92 -0.75 2.60 0.0100
H -0.78 0.39 0.40 0.0009
H -0.22 -1.93 0.87 -0.0002
H 3.36 0.97 1.74 0.0175
C 0.27 -1.42 0.04 0.0138
H 0.48 -2.21 -0.69 -0.0005
H 0.12 -0.13 -2.37 0.0000
```

Summary:
HOMO-LUMO gap (spin up / spin down) in eV: 10.427 / 6.766
HOMO energy (spin up / spin down) in hartree: -0.696 / -0.697
Expectation value of S²: 0.752
Spin multiplicity: 2
Charge: +2
Energy relative to the best compared isomer or geometry (same formula, charge and spin) in kJ/mol: 54.66
Maximum force in eV Å⁻¹: 1.05


No. 2
Formula: C2H3P3
Source: OMol25
Level of theory: ωB97M-V/def2-TZVPD

Geometry as XYZ:
```
8
Properties=species:S:1:pos:R:3:lowdin_charge:R:1
C 1.62 -0.56 0.17 -0.4432
P -1.86 1.04 0.02 0.4930
H 1.30 -1.63 0.00 -0.0212
C -1.42 -0.47 0.39 -0.4345
P 1.85 1.01 0.08 0.4755
H -1.86 -1.37 0.72 -0.0726
P 0.00 2.30 0.05 0.2409
H 0.14 1.93 -1.25 -0.2380
```

Summary:
HOMO-LUMO gap (spin up / spin down) in eV: 7.193 / 6.950
HOMO energy (spin up / spin down) in hartree: -0.303 / -0.293
Charge: 0
Energy relative to the best compared isomer or geometry (same formula, charge and spin) in kJ/mol: 514.08
SMILES string: C#P=[PH]=P#C
Maximum force in eV Å⁻¹: 1.89


No. 3
Formula: C2H9NO2
Source: OMol25
Level of theory: ωB97M-V/def2-TZVPD

Geometry as XYZ:
```
14
Properties=species:S:1:pos:R:3:lowdin_charge:R:1
H 1.01 -1.39 -5.50 -0.0316
H -1.30 1.43 2.75 0.1761
H 0.38 -0.23 3.23 0.1045
H -2.99 0.15 0.93 0.0782
H 0.10 -1.22 1.66 0.1198
O 0.91 0.86 1.59 -0.1453
H 1.69 0.95 2.21 0.0888
H 1.80 -2.35 -6.16 0.0800
C -1.96 0.59 0.89 -0.1664
N -1.23 0.48 2.12 -0.1989
H -1.89 1.66 0.69 0.0688
O 1.89 -1.44 -5.73 -0.0483
C 0.06 -0.23 2.17 -0.2263
H -1.22 0.10 0.15 0.1007
```

Summary:
HOMO-LUMO gap in eV: 9.187
HOMO energy in hartree: -0.303
Charge: 0
Energy relative to the best compared isomer or geometry (same formula, charge and spin) in kJ/mol: 185.91
SMILES string: CNCO.O
Maximum force in eV Å⁻¹: 4.82


No. 4
Formula: C13H27O3PtS4Si
Source: OMol25
Level of theory: ωB97M-V/def2-TZVPD

Geometry as XYZ:
```
49
Properties=species:S:1:pos:R:3:lowdin_spin:R:1
H 0.05 -2.02 3.95 0.0000
H -0.02 -1.62 -4.10 0.0000
H 2.60 2.58 0.87 0.0006
O -0.58 -0.67 -1.75 0.0152
H 1.70 1.88 -2.70 0.0006
H -2.38 -1.10 3.75 0.0001
H 3.72 2.56 -0.50 -0.0001
H 2.20 -0.93 -0.27 0.0001
C 2.68 0.00 0.04 0.0022
S -0.29 4.26 2.32 0.3460
C -0.78 -0.84 2.34 0.0022
H -2.55 -2.08 2.29 0.0001
C -0.35 0.52 2.87 0.0072
H 1.16 -1.74 2.59 0.0000
H 0.69 0.73 2.59 0.0004
O -0.65 -0.88 0.90 0.0209
C -1.01 -1.89 -3.74 -0.0001
H 0.98 -2.80 -2.11 0.0000
C -1.01 -1.98 -2.22 0.0006
H -0.41 0.53 3.96 0.0001
H 3.25 1.05 -2.48 0.0002
C 2.67 2.49 -0.21 0.0051
H -1.30 -2.84 -4.17 0.0000
H -2.76 -3.23 -2.05 0.0000
O 0.64 1.23 -0.35 0.0769
C -2.24 -1.11 2.67 0.0047
H -1.72 -1.12 -4.07 0.0000
H -2.39 -2.30 -0.59 0.0001
S -1.09 5.58 -0.11 0.2438
H 2.15 3.34 -0.68 0.0059
H -3.11 -1.49 -2.00 0.0009
C 2.06 1.18 -0.69 0.0052
H -0.99 1.31 2.49 0.0077
C 2.20 1.04 -2.20 0.0019
H 3.74 -0.07 -0.21 0.0006
H -0.17 -2.90 2.42 0.0000
C -0.89 5.70 1.60 0.1493
H 0.02 -3.01 -0.63 0.0001
Si -0.55 0.10 -0.36 0.0598
S -1.38 7.03 2.47 0.8718
S -2.17 1.60 -0.23 0.9032
C -0.01 -3.02 -1.72 0.0008
H -0.30 -4.01 -2.06 0.0001
C -2.41 -2.27 -1.68 0.0012
H -2.88 -0.34 2.24 0.0055
H 1.74 0.11 -2.54 0.0001
Pt -0.54 3.28 0.07 1.2578
C 0.12 -1.94 2.86 0.0011
H 2.58 0.11 1.12 0.0000
```

Summary:
HOMO-LUMO gap (spin up / spin down) in eV: 7.520 / 5.806
HOMO energy (spin up / spin down) in hartree: -0.420 / -0.455
Expectation value of S²: 6.021
Spin multiplicity: 5
Charge: +1
Energy relative to the best compared isomer or geometry (same formula, charge and spin) in kJ/mol: 15.50
Maximum force in eV Å⁻¹: 0.78


No. 5
Formula: C6H15O
Source: OMol25
Level of theory: ωB97M-V/def2-TZVPD

Geometry as XYZ:
```
22
Properties=species:S:1:pos:R:3:lowdin_spin:R:1
H 2.60 0.17 -0.12 0.0001
C 1.54 -1.12 -1.42 0.0015
H 0.13 -2.48 -0.58 0.0000
H -0.79 2.20 -0.13 0.0143
C -2.89 0.51 0.46 0.0063
C 1.06 -2.01 -0.27 0.0008
H 1.68 -1.70 -2.34 0.0002
O 0.16 0.58 0.74 0.7935
H 1.82 -2.74 0.05 0.0002
H -0.19 2.37 1.56 0.0633
H -3.79 0.10 0.94 0.0006
H -3.32 1.11 -0.35 0.0003
H 3.70 -0.93 -0.82 0.0001
C -2.02 1.35 1.42 0.0124
H -2.56 2.29 1.61 -0.0006
H 3.04 0.41 -1.83 0.0000
C -0.64 1.66 0.83 0.1051
H -2.27 -0.33 0.14 0.0021
C 2.82 -0.34 -1.05 0.0000
H 0.86 -1.41 0.61 -0.0004
H 0.81 -0.36 -1.70 0.0010
H -1.75 0.67 2.23 -0.0007
```

Summary:
HOMO-LUMO gap (spin up / spin down) in eV: 11.619 / 8.443
HOMO energy (spin up / spin down) in hartree: -0.389 / -0.372
Expectation value of S²: 0.754
Spin multiplicity: 2
Charge: 0
Energy relative to the best compared isomer or geometry (same formula, charge and spin) in kJ/mol: 96.86
Maximum force in eV Å⁻¹: 1.61


No. 6
Formula: C42H36NOsSb2
Source: OMol25
Level of theory: ωB97M-V/def2-TZVPD

Geometry as XYZ:
```
82
Properties=species:S:1:pos:R:3:lowdin_spin:R:1
H -0.94 3.34 -2.35 -0.0002
H 1.34 -2.25 1.60 0.0039
C 1.43 4.99 0.20 0.0001
H -1.53 -7.27 1.02 0.0009
C 1.48 1.27 3.12 -0.0011
C -0.69 0.71 -2.36 0.0149
H -4.87 1.10 3.03 0.0001
H 3.59 1.46 -2.98 0.0011
C -3.30 3.11 0.12 0.0003
C 1.48 -4.05 -0.20 0.0186
H 0.95 0.62 -3.74 0.0037
H 3.49 -4.64 -0.58 0.0013
H 1.46 6.65 -1.16 0.0000
H -5.69 -0.41 -1.10 -0.0018
C -5.02 2.84 1.79 0.0002
H 5.08 3.36 -3.38 -0.0002
C 5.93 2.71 -0.16 0.0009
H -4.90 4.50 0.43 0.0001
C -4.45 3.57 0.75 0.0014
H -0.07 5.57 -2.77 0.0000
H 3.13 -7.00 0.07 0.0002
C 0.19 -4.44 0.21 0.0096
C -2.68 -1.70 -0.19 0.0206
C -3.15 -2.99 0.21 0.0732
C -0.26 3.77 -1.63 -0.0014
H 1.60 2.23 3.60 0.0001
H -1.12 1.50 -2.98 0.0017
C 1.51 -0.65 -2.13 0.1122
C 2.51 -4.96 -0.24 0.0069
C -3.63 -0.80 -0.71 0.0683
C 5.09 1.64 0.09 0.0302
H 1.64 -3.04 -0.54 0.0154
H -2.86 0.26 1.92 0.0042
H 2.85 1.76 1.54 0.0018
C 5.92 3.33 -1.40 0.0485
C -4.44 1.66 2.21 0.0010
C 0.93 3.72 0.46 0.0004
H -3.34 0.15 -1.11 0.0016
C 0.10 3.09 -0.46 -0.0024
C 0.63 0.33 3.66 0.0243
H 1.30 1.53 -2.31 0.0028
H -4.86 -4.24 0.60 -0.0016
C -4.50 -3.28 0.25 -0.0014
H 0.08 0.54 4.56 0.0010
C -1.34 -6.23 0.79 0.0240
C 0.81 0.62 -2.66 0.0252
C 2.20 1.00 1.95 0.0326
N -0.85 -3.54 0.28 0.0539
C -2.38 -5.34 0.72 0.0072
C -3.30 1.19 1.58 0.0046
C 1.27 -1.22 1.91 0.0374
C 2.31 -6.30 0.11 0.0054
C 0.23 5.05 -1.87 -0.0003
H -5.91 3.21 2.28 0.0000
Os -0.80 -1.45 0.40 2.4367
C 1.09 5.65 -0.97 -0.0002
H -0.01 -1.73 3.55 0.0016
C 4.23 1.81 -2.19 0.0329
H 0.80 -1.39 -1.72 0.0177
H -1.21 -0.22 -2.60 0.0018
H 2.03 -1.18 -2.92 0.0033
C -5.42 -2.33 -0.19 0.1004
H 1.17 3.25 1.40 0.0003
H 2.07 5.47 0.93 0.0000
H 5.12 1.15 1.05 0.0004
H -2.87 3.71 -0.67 0.0000
H -6.48 -2.56 -0.17 0.0045
C -0.03 -5.81 0.51 0.0062
C 5.07 2.88 -2.41 0.0035
H 6.59 4.16 -1.60 0.0024
Sb 3.02 -0.43 -0.59 0.5092
C 0.55 -0.94 3.07 0.0205
C -2.73 1.91 0.53 0.0061
Sb -0.90 1.21 -0.26 0.0048
C -2.11 -4.00 0.45 0.0304
C 2.06 -0.22 1.31 0.0830
C 1.05 -6.72 0.47 0.0046
H 0.87 -7.76 0.71 0.0000
C -4.98 -1.12 -0.71 -0.0043
H 6.61 3.06 0.61 -0.0005
C 4.21 1.22 -0.92 0.0830
H -3.40 -5.67 0.88 0.0001
```

Summary:
HOMO-LUMO gap (spin up / spin down) in eV: 7.516 / 5.181
HOMO energy (spin up / spin down) in hartree: -0.596 / -0.595
Expectation value of S²: 6.045
Spin multiplicity: 5
Charge: +3
Maximum force in eV Å⁻¹: 0.35


Please write out number 1 again, unchanged.
Formula: C6H16NO
Source: OMol25
Level of theory: ωB97M-V/def2-TZVPD

Geometry as XYZ:
```
24
Properties=species:S:1:pos:R:3:lowdin_spin:R:1
C -2.05 -0.85 -0.74 0.0018
H -1.87 3.17 -1.65 0.0000
H 2.21 -0.35 -0.14 0.0030
C -0.68 -0.33 -0.41 0.0058
N -0.17 0.48 -1.60 0.0001
H -2.05 -1.50 -1.62 0.0001
C 2.54 0.64 2.37 0.4683
C 1.67 -0.37 1.91 0.3414
O -1.89 2.56 -0.88 0.0000
H -2.39 -1.45 0.11 0.0000
H 2.25 -1.89 0.69 0.0418
C 1.67 -0.96 0.58 0.0770
H -2.77 -0.03 -0.86 0.0008
H 0.61 1.09 -1.37 0.0000
H -0.98 1.05 -1.86 0.0000
H -2.74 2.69 -0.45 0.0000
H 2.49 1.12 3.34 0.0183
H 0.92 -0.75 2.60 0.0100
H -0.78 0.39 0.40 0.0009
H -0.22 -1.93 0.87 -0.0002
H 3.36 0.97 1.74 0.0175
C 0.27 -1.42 0.04 0.0138
H 0.48 -2.21 -0.69 -0.0005
H 0.12 -0.13 -2.37 0.0000
```

Summary:
HOMO-LUMO gap (spin up / spin down) in eV: 10.427 / 6.766
HOMO energy (spin up / spin down) in hartree: -0.696 / -0.697
Expectation value of S²: 0.752
Spin multiplicity: 2
Charge: +2
Energy relative to the best compared isomer or geometry (same formula, charge and spin) in kJ/mol: 54.66
Maximum force in eV Å⁻¹: 1.05